{"formula": "C18H25N4O4SeZr", "method": "the ωB97M-V functional and the def2-TZVPD basis", "symbols": ["Zr", "N", "C", "C", "O", "N", "C", "C", "O", "O", "H", "H", "H", "H", "H", "H", "N", "C", "N", "C", "C", "O", "C", "C", "H", "H", "H", "H", "H", "H", "H", "H", "C", "C", "C", "C", "C", "C", "Se", "C", "C", "C", "H", "H", "H", "H", "H", "H", "H", "H", "H", "H", "H"], "coordinates": [[-0.5415, 0.2059, 1.1868], [-2.6345, 1.1659, 1.3071], [-2.7348, 1.3723, 2.7902], [-2.3894, 0.0002, 3.3545], [-3.2712, -0.7387, 3.7211], [-1.0326, -0.3121, 3.2186], [-0.7761, -1.7918, 3.3205], [-0.6654, -1.9423, 1.8162], [-1.6714, -1.7541, 1.0863], [0.4765, -1.5685, 1.3194], [-2.8141, 2.0261, 0.8043], [-3.3551, 0.4985, 1.0406], [-3.7314, 1.6432, 3.1151], [-2.0187, 2.1321, 3.0831], [-1.6127, -2.3120, 3.7699], [0.1642, -1.9926, 3.8181], [-1.0691, 0.1840, -0.9895], [-1.0483, 0.0255, -2.1373], [-1.0206, -0.1473, -3.4219], [-0.9651, 0.9937, -4.3647], [-2.2069, 0.9586, -5.2318], [-2.3439, -0.3041, -5.8563], [-2.5130, -1.3474, -4.9128], [-1.2829, -1.4677, -4.0402], [-0.0702, 0.8774, -4.9752], [-0.8953, 1.9218, -3.8007], [-2.1254, 1.7016, -6.0214], [-3.0930, 1.1816, -4.6258], [-2.6687, -2.2675, -5.4699], [-3.3946, -1.1563, -4.2908], [-0.4152, -1.7188, -4.6485], [-1.4057, -2.2147, -3.2600], [4.4106, -1.9714, 1.7940], [3.4391, -0.8410, 1.5893], [2.9279, -0.1369, 2.6741], [2.0372, 0.9138, 2.5219], [1.6341, 1.7057, 3.7371], [1.6310, 1.2728, 1.2020], [0.2779, 2.6418, 0.9770], [2.2053, 0.6153, 0.0826], [2.0356, 1.0990, -1.3338], [3.0799, -0.4379, 0.3117], [4.2604, -2.4549, 2.7588], [5.4359, -1.5956, 1.7696], [4.3160, -2.7218, 1.0093], [3.2459, -0.4076, 3.6757], [2.2467, 1.4043, 4.5860], [0.5929, 1.5532, 4.0066], [1.7797, 2.7701, 3.5610], [2.0008, 0.2594, -2.0300], [2.9024, 1.7075, -1.5981], [1.1573, 1.7229, -1.4569], [3.5094, -0.9512, -0.5430]], "forces_ev_per_angstrom": [[0.47, 2.25, -1.38], [-0.40, -0.13, 0.73], [-0.08, -0.11, -0.08], [0.26, -0.09, 0.23], [0.07, -0.09, 0.22], [-0.66, -0.38, 0.18], [-0.24, 0.26, -0.07], [-0.04, -1.01, 0.24], [-0.15, -0.41, 0.01], [0.18, -0.88, 0.37], [0.13, 0.06, -0.07], [-0.05, -0.02, -0.08], [-0.16, 0.08, -0.06], [0.12, 0.12, 0.02], [-0.08, -0.04, 0.01], [0.07, 0.01, 0.04], [0.00, -0.13, -0.18], [-0.06, -0.09, -0.58], [0.01, 0.05, 0.24], [0.06, -0.08, 0.16], [-0.06, -0.11, -0.06], [-0.01, 0.00, 0.04], [-0.04, 0.15, -0.08], [0.09, 0.12, 0.10], [0.04, -0.01, -0.02], [0.01, 0.01, 0.03], [-0.02, 0.01, -0.04], [-0.04, -0.01, 0.01], [-0.01, -0.02, -0.05], [-0.06, 0.00, 0.01], [0.06, -0.04, -0.02], [-0.01, 0.00, 0.05], [-0.06, 0.04, -0.01], [0.09, -0.12, 0.04], [0.01, -0.06, 0.05], [0.14, 0.15, -0.13], [0.08, -0.03, -0.04], [0.26, 0.18, 0.14], [0.21, 0.16, 0.04], [0.12, 0.16, 0.08], [0.00, -0.06, 0.03], [0.02, -0.06, -0.08], [-0.01, 0.02, -0.03], [-0.01, 0.01, 0.00], [-0.01, 0.03, 0.02], [-0.02, 0.01, -0.04], [-0.03, 0.02, -0.02], [-0.12, -0.02, -0.01], [0.00, 0.04, -0.01], [-0.01, 0.01, 0.01], [0.02, 0.01, 0.00], [-0.07, 0.03, -0.01], [-0.01, 0.02, 0.02]], "total_charge": 1, "e_above_lowest_kcal_mol": 17.6}